CH8NO2 | wB97M-V/def2-TZVPD

HOMO energy: -16.0 eV
E_tot: -6744.950 eV
Relative energy (zero: lowest compared OMol25 entry of this formula, charge and spin): 36.4 kJ/mol
Kohn-Sham gap: 12.543 eV
Net charge: +1

Atoms and positions in Å:
O: -2.305 0.178 0.493
H: -0.765 0.778 -0.058
H: -2.992 0.226 -0.184
H: -2.435 -0.756 0.738
N: 0.160 0.626 -0.537
C: 1.242 0.035 0.325
O: 1.382 -1.216 -0.319
H: 0.047 -0.099 -1.251
H: 0.456 1.547 -0.859
H: 0.908 -0.147 1.351
H: 2.199 0.580 0.281
H: 2.101 -1.751 0.020

For reference, the Mulliken charges in units of e are: -0.713, 0.341, 0.357, 0.350, -0.215, -0.212, -0.534, 0.354, 0.362, 0.266, 0.324, 0.320

***

CH8NO2 | wB97M-V/def2-TZVPD

HOMO energy: -16.4 eV
E_tot: -6744.197 eV
Relative energy (zero: lowest compared OMol25 entry of this formula, charge and spin): 109.1 kJ/mol
Kohn-Sham gap: 11.049 eV
Net charge: +1

Atoms and positions in Å:
C: 0.932 1.566 -0.756
N: 0.381 0.481 -0.337
H: 0.812 1.881 -1.792
H: 1.418 2.277 -0.087
H: 0.843 -0.042 0.442
H: -0.627 0.272 -0.552
H: 1.566 -2.051 1.576
H: 0.743 -1.122 2.498
O: 1.170 -1.174 1.636
H: -2.822 -0.056 -0.655
H: -2.367 -1.468 -1.041
O: -2.049 -0.564 -0.933

For reference, the Mulliken charges in units of e are: -0.098, -0.035, 0.289, 0.279, 0.306, 0.305, 0.325, 0.322, -0.670, 0.334, 0.322, -0.678

***

CH8NO2 | wB97M-V/def2-TZVPD

HOMO energy: -15.4 eV
E_tot: -6744.821 eV
Relative energy (zero: lowest compared OMol25 entry of this formula, charge and spin): 48.8 kJ/mol
Kohn-Sham gap: 10.484 eV
Net charge: +1

Atoms and positions in Å:
C: -0.039 -0.549 -1.248
N: -0.396 -0.825 -0.061
H: 0.912 -0.896 -1.631
H: -0.718 -0.051 -1.931
H: -1.239 -0.402 0.393
H: 0.353 -1.094 0.582
H: -3.229 0.265 1.501
H: -2.812 1.409 0.686
O: -2.549 0.487 0.855
H: 3.141 1.310 0.370
H: 3.655 -0.098 0.394
O: 2.921 0.443 0.091

For reference, the Mulliken charges in units of e are: -0.115, -0.075, 0.275, 0.278, 0.309, 0.321, 0.327, 0.323, -0.667, 0.308, 0.331, -0.616

***

CH8NO2 | wB97M-V/def2-TZVPD

2S+1: 2
HOMO energy (spin up / spin down): -22.5 / -19.6 eV
E_tot: -6728.347 eV
Relative energy (zero: lowest compared OMol25 entry of this formula, charge and spin): 69.1 kJ/mol
Kohn-Sham gap (spin up / spin down): 13.186 / 2.633 eV
Net charge: +2

Atoms and positions in Å:
C: 0.348 -1.360 -0.338
N: -0.207 -0.195 -0.266
H: -0.302 -2.178 -0.032
H: 1.162 -1.440 -1.053
H: 0.400 0.563 -0.575
H: -1.124 -0.020 0.200
H: 2.785 2.100 -0.444
H: 3.373 0.658 -0.590
O: 2.504 1.164 -0.594
H: -3.412 -0.391 0.993
H: -2.832 0.817 1.753
O: -2.695 0.282 0.947

For reference, the Mulliken charges in units of e are: -0.014, 0.024, 0.288, 0.285, 0.252, 0.255, 0.440, 0.455, -0.239, 0.398, 0.397, -0.540

***

CH8NO3 | wB97M-V/def2-TZVPD

HOMO energy: -3.9 eV
E_tot: -8800.308 eV
Relative energy (zero: lowest compared OMol25 entry of this formula, charge and spin): 15.8 kJ/mol
Kohn-Sham gap: 8.338 eV
Net charge: -1

Atoms and positions in Å:
N: -1.972 0.239 -0.417
C: -0.874 -0.757 -0.188
O: 0.342 -0.405 -0.738
H: -1.957 0.909 0.345
H: -1.672 0.763 -1.236
H: -0.782 -0.860 0.910
H: -1.250 -1.681 -0.657
H: 0.533 0.980 0.017
H: 0.653 2.498 -0.368
O: 0.749 1.913 0.380
H: 1.445 -1.362 0.218
H: 2.509 -0.676 1.005
O: 2.275 -1.560 0.729

For reference, the Mulliken charges in units of e are: -0.751, -0.270, -0.886, 0.302, 0.264, 0.245, 0.260, 0.350, 0.267, -0.748, 0.401, 0.292, -0.726

***

CH8NO3 | wB97M-V/def2-TZVPD

HOMO energy: -3.4 eV
E_tot: -8799.985 eV
Relative energy (zero: lowest compared OMol25 entry of this formula, charge and spin): 46.9 kJ/mol
Kohn-Sham gap: 7.670 eV
Net charge: -1

Atoms and positions in Å:
N: 1.041 0.851 1.382
C: -0.193 0.266 0.811
O: -0.152 -0.142 -0.490
H: 1.185 1.845 1.360
H: 1.866 0.392 1.020
H: -0.959 1.056 0.983
H: -0.392 -0.589 1.496
H: -1.870 -1.151 -0.135
H: -3.116 -1.288 0.709
O: -2.806 -1.443 -0.188
H: 1.391 0.366 -0.948
H: 2.086 -0.005 -2.210
O: 2.242 0.567 -1.452

For reference, the Mulliken charges in units of e are: -0.654, -0.125, -0.974, 0.206, 0.248, 0.208, 0.221, 0.388, 0.289, -0.692, 0.349, 0.274, -0.738

***

CH9N2O | wB97M-V/def2-TZVPD

2S+1: 2
HOMO energy (spin up / spin down): -2.9 / -11.3 eV
E_tot: -6206.421 eV
Relative energy (zero: lowest compared OMol25 entry of this formula, charge and spin): 110.4 kJ/mol
Kohn-Sham gap (spin up / spin down): 3.651 / 11.772 eV

Atoms and positions in Å:
N: 1.057 -1.261 -1.260
H: 1.682 -2.034 -1.106
H: 0.370 -2.024 -1.654
H: 0.814 -0.540 0.218
H: 1.348 -0.751 -2.104
N: 0.243 0.061 0.980
C: -0.734 1.056 0.340
O: -1.585 1.546 1.317
H: 0.824 0.337 1.758
H: -0.378 -0.693 1.490
H: -0.218 1.708 -0.319
H: -1.215 0.474 -0.484
H: -2.206 2.123 0.824

For reference, the Mulliken charges in units of e are: -1.875, 0.481, 0.478, 0.739, 0.394, -1.302, -1.255, 0.049, 0.734, 0.667, 0.342, 0.313, 0.236

***

CH9N2O | wB97M-V/def2-TZVPD

HOMO energy: -13.6 eV
E_tot: -6203.019 eV
Relative energy (zero: lowest compared OMol25 entry of this formula, charge and spin): 154.3 kJ/mol
Kohn-Sham gap: 10.149 eV
Net charge: +1

Atoms and positions in Å:
O: 0.921 1.380 1.582
H: 1.150 1.210 2.433
H: 0.607 0.705 0.210
H: 0.220 2.179 1.678
N: 0.872 -0.043 -0.631
C: -0.317 -0.999 -0.789
N: -1.460 -0.486 -0.082
H: 1.745 -0.526 -0.431
H: 0.968 0.444 -1.562
H: -0.158 -2.072 -0.405
H: -0.458 -1.078 -1.930
H: -1.809 0.430 0.168
H: -2.281 -1.144 -0.241

For reference, the Mulliken charges in units of e are: -0.651, 0.301, 0.326, 0.374, -0.360, -0.168, -0.483, 0.343, 0.403, 0.270, 0.280, 0.157, 0.209

***

CH9N3 | wB97M-V/def2-TZVPD

HOMO energy: -9.2 eV
SMILES string: NCN.N
E_tot: -5653.251 eV
Relative energy (zero: lowest compared OMol25 entry of this formula, charge and spin): 0.0 kJ/mol
Kohn-Sham gap: 10.201 eV

Atoms and positions in Å:
N: 1.921 0.928 0.767
C: 0.630 0.671 0.148
N: 0.596 -0.322 -0.928
H: 2.232 0.152 1.339
H: 2.643 1.081 0.068
H: -0.069 0.359 0.924
H: 0.235 1.609 -0.238
H: 1.184 0.005 -1.691
H: 1.036 -1.187 -0.622
N: -2.904 -1.033 0.174
H: -1.912 -0.857 0.034
H: -3.376 -0.289 -0.331
H: -3.119 -1.881 -0.339

For reference, the Mulliken charges in units of e are: -0.603, -0.444, -0.614, 0.242, 0.227, 0.341, 0.350, 0.267, 0.207, -0.718, 0.305, 0.224, 0.217

***

CH9N3O | wB97M-V/def2-TZVPD

HOMO energy: -8.1 eV
SMILES string: CON.NN
E_tot: -7696.799 eV
Relative energy (zero: lowest compared OMol25 entry of this formula, charge and spin): 162.7 kJ/mol
Kohn-Sham gap: 8.936 eV

Atoms and positions in Å:
C: 1.099 -1.104 -1.457
O: 0.993 -0.018 -0.553
N: 0.868 -0.433 1.021
H: 0.216 -1.096 -2.107
H: 1.986 -0.966 -2.082
H: 1.155 -2.082 -0.960
H: 1.847 -0.621 1.258
H: 0.744 0.531 1.339
N: -1.676 1.653 0.872
N: -1.806 0.440 0.158
H: -1.103 1.549 1.719
H: -1.228 2.361 0.290
H: -2.228 -0.272 0.754
H: -0.867 0.059 -0.251

For reference, the Mulliken charges in units of e are: -0.584, -0.392, -0.410, 0.257, 0.262, 0.277, 0.291, 0.210, -0.471, -0.517, 0.202, 0.256, 0.235, 0.383

***

CH9N4S | wB97M-V/def2-TZVPD

HOMO energy (spin up / spin down): -13.2 / -13.2 eV
E_tot: -17970.269 eV
Relative energy (zero: lowest compared OMol25 entry of this formula, charge and spin): 147.8 kJ/mol
Kohn-Sham gap (spin up / spin down): 7.985 / 7.980 eV
Net charge: +1

Atoms and positions in Å:
C: -0.022 1.275 0.166
N: -0.144 2.534 0.495
N: 1.145 0.704 -0.120
N: -2.912 -0.478 -0.414
N: 1.850 -1.992 0.052
S: -1.533 -0.823 0.304
H: -0.941 2.962 0.999
H: 0.551 3.157 0.265
H: 1.333 -0.283 -0.296
H: 1.879 1.324 -0.377
H: -2.981 -0.558 -1.381
H: -3.870 -0.707 0.042
H: 1.425 -2.666 -0.640
H: 2.846 -2.124 0.052
H: 1.374 -2.326 0.853

For reference, the Mulliken charges in units of e are: 0.305, -0.307, -0.264, -0.363, -0.860, 0.154, 0.256, 0.194, 0.317, 0.218, 0.275, 0.319, 0.270, 0.237, 0.249

***

CH9N5 | wB97M-V/def2-TZVPD

HOMO energy: -7.9 eV
E_tot: -8630.120 eV
Relative energy (zero: lowest compared OMol25 entry of this formula, charge and spin): 176.4 kJ/mol
Kohn-Sham gap: 9.018 eV

Atoms and positions in Å:
C: 2.151 0.781 0.525
N: -0.209 -1.784 0.250
N: 0.866 -1.118 0.568
N: 0.924 0.100 0.151
H: -0.099 -2.718 0.630
H: -1.126 -0.936 -0.792
H: 2.794 0.125 1.117
H: 2.700 1.101 -0.368
H: 1.927 1.679 1.111
N: -1.329 0.102 -1.072
N: -2.335 0.602 -0.162
H: -1.974 1.461 0.241
H: -1.619 0.254 -2.034
H: -0.300 0.428 -0.763
H: -2.371 -0.078 0.595

For reference, the Mulliken charges in units of e are: -0.889, -0.645, -0.354, 0.008, 0.198, 0.409, 0.316, 0.262, 0.254, -0.311, -0.582, 0.257, 0.294, 0.485, 0.297

***

CH9N6 | wB97M-V/def2-TZVPD

HOMO energy: -13.5 eV
E_tot: -10115.126 eV
Relative energy (zero: lowest compared OMol25 entry of this formula, charge and spin): 122.1 kJ/mol
Kohn-Sham gap: 10.049 eV
Net charge: +1

Atoms and positions in Å:
C: 0.876 -0.500 -0.106
N: 0.472 0.760 -0.316
N: 0.006 -1.480 -0.300
N: 2.098 -0.844 0.282
N: -2.672 -0.447 -0.210
N: -2.587 0.731 0.042
N: 1.500 1.707 -0.108
H: -0.982 -1.287 -0.301
H: 0.206 -2.372 -0.038
H: 2.922 -0.260 0.315
H: 2.210 -1.767 0.196
H: -0.495 0.958 -0.507
H: -3.537 -0.941 0.059
H: -3.252 1.289 0.703
H: 1.512 1.865 0.914
H: 1.722 2.588 -0.623

For reference, the Mulliken charges in units of e are: 0.585, 0.136, -0.277, -0.306, -0.181, -0.374, -0.733, 0.228, 0.216, 0.268, 0.186, 0.268, 0.212, 0.254, 0.253, 0.264

***

CH9NO3 | wB97M-V/def2-TZVPD

HOMO energy: -9.4 eV
SMILES string: NCO.O.O
E_tot: -8815.207 eV
Relative energy (zero: lowest compared OMol25 entry of this formula, charge and spin): 38.6 kJ/mol
Kohn-Sham gap: 9.601 eV

Atoms and positions in Å:
N: -0.218 1.678 0.103
C: 0.893 1.087 -0.583
O: 1.845 0.474 0.308
H: -0.971 1.018 0.272
H: 0.067 1.962 1.032
H: 0.583 0.373 -1.344
H: 1.450 1.848 -1.126
H: 1.801 -0.483 0.237
O: -1.372 -0.853 1.549
H: -1.001 -1.477 2.178
H: -0.839 -0.890 0.742
O: -0.757 -1.654 -1.387
H: -0.346 -2.513 -1.269
H: -1.664 -1.790 -1.674

For reference, the Mulliken charges in units of e are: -0.567, -0.199, -0.517, 0.291, 0.259, 0.231, 0.243, 0.293, -0.639, 0.291, 0.306, -0.604, 0.306, 0.306

***

CH9NO3 | wB97M-V/def2-TZVPD

HOMO energy: -10.5 eV
SMILES string: NCO.O.O
E_tot: -8815.545 eV
Relative energy (zero: lowest compared OMol25 entry of this formula, charge and spin): 6.0 kJ/mol
Kohn-Sham gap: 11.232 eV

Atoms and positions in Å:
N: 0.872 0.923 0.741
C: 0.016 1.591 -0.273
O: -0.012 0.885 -1.475
H: 1.754 1.415 0.762
H: 0.487 0.873 1.673
H: 0.370 2.615 -0.356
H: -0.996 1.644 0.156
H: -0.691 0.203 -1.380
O: -2.034 -1.644 -0.178
H: -2.287 -2.155 0.588
H: -1.081 -1.763 -0.239
O: 1.005 -1.779 0.196
H: 0.919 -0.792 0.234
H: 1.676 -2.016 -0.448

For reference, the Mulliken charges in units of e are: -0.586, -0.384, -0.510, 0.222, 0.229, 0.339, 0.280, 0.320, -0.656, 0.304, 0.354, -0.731, 0.496, 0.322

***

CH9NO4 | wB97M-V/def2-TZVPD

HOMO energy: -9.5 eV
SMILES string: NC=O.O.O.O
E_tot: -10862.505 eV
Relative energy (zero: lowest compared OMol25 entry of this formula, charge and spin): 162.4 kJ/mol
Kohn-Sham gap: 9.840 eV

Atoms and positions in Å:
N: 0.592 -1.844 1.483
C: 0.810 -2.295 2.672
O: 0.000 -2.526 3.592
H: -0.288 -1.734 0.956
H: 1.332 -2.120 0.835
H: 1.887 -2.456 2.897
O: 0.158 3.236 -0.126
H: 0.413 3.494 -1.003
H: 0.904 3.607 0.352
O: 0.172 -1.402 -1.868
H: 0.172 -0.954 -2.796
H: -0.777 -1.724 -1.850
O: -1.983 1.892 -1.795
H: -1.861 2.768 -2.314
H: -1.533 2.058 -1.036

For reference, the Mulliken charges in units of e are: -0.260, 0.112, -0.577, 0.215, 0.239, 0.262, -0.619, 0.295, 0.299, -0.635, 0.320, 0.322, -0.627, 0.297, 0.356

***

CH9NO5 | wB97M-V/def2-TZVPD

HOMO energy: -10.6 eV
SMILES string: NC(=O)O.O.O.O
E_tot: -12911.408 eV
Relative energy (zero: lowest compared OMol25 entry of this formula, charge and spin): 51.6 kJ/mol
Kohn-Sham gap: 10.905 eV

Atoms and positions in Å:
N: 1.579 0.654 -0.063
C: 0.970 -0.152 0.817
O: 0.399 -1.205 0.606
O: 0.947 0.377 2.061
H: 2.119 1.408 0.306
H: 1.525 0.399 -1.030
H: 0.269 -0.042 2.525
O: -1.106 -1.825 -1.633
H: -0.670 -1.768 -0.757
H: -0.555 -1.230 -2.153
O: -3.777 -2.581 -0.201
H: -2.987 -3.093 -0.396
H: -4.512 -3.188 -0.321
O: 1.857 3.719 0.182
H: 1.814 4.486 0.740
H: 2.129 4.041 -0.683

For reference, the Mulliken charges in units of e are: -0.298, 0.660, -0.695, -0.476, 0.229, 0.189, 0.323, -0.635, 0.470, 0.241, -0.620, 0.312, 0.303, -0.616, 0.306, 0.307

***

CH9NSb | wB97M-V/def2-TZVPD

HOMO energy: -3.1 eV
E_tot: -9206.281 eV
Relative energy (zero: lowest compared OMol25 entry of this formula, charge and spin): 86.4 kJ/mol
Kohn-Sham gap: 7.452 eV
Net charge: -1

Atoms and positions in Å:
N: 1.914 -0.371 -0.153
C: 0.940 0.681 0.144
Sb: -1.154 -0.042 0.016
H: 1.679 -0.749 -1.070
H: 1.726 -1.144 0.484
H: 1.073 1.515 -0.550
H: 1.088 1.043 1.165
H: -0.630 -0.917 -1.486
H: -0.567 -1.456 1.004
H: -1.621 0.840 1.514
H: -1.693 1.366 -0.970
H: -2.756 -0.764 -0.097

For reference, the Mulliken charges in units of e are: -0.661, -0.918, -0.258, 0.268, 0.273, 0.352, 0.336, -0.076, -0.076, -0.063, -0.064, -0.112

***

CH9O3S | wB97M-V/def2-TZVPD

HOMO energy: -3.1 eV
E_tot: -18161.828 eV
Relative energy (zero: lowest compared OMol25 entry of this formula, charge and spin): 91.3 kJ/mol
Kohn-Sham gap: 6.737 eV
Net charge: -1

Atoms and positions in Å:
C: -0.461 0.397 1.383
S: 0.159 -1.150 2.163
H: 0.275 0.882 0.729
H: -0.570 1.269 2.074
H: -1.471 0.294 0.930
H: -0.590 -2.830 -0.939
H: -0.887 -1.498 -0.449
O: -0.919 -1.981 -1.296
H: 2.086 0.642 2.049
H: 2.701 0.666 0.741
O: 2.706 1.210 1.542
H: -0.394 0.490 -2.649
H: -1.730 0.601 -2.981
O: -0.904 1.008 -3.298

For reference, the Mulliken charges in units of e are: -1.154, -0.666, 0.287, 0.324, 0.340, 0.316, 0.286, -0.653, 0.287, 0.318, -0.679, 0.336, 0.318, -0.661

***

CH9O4 | wB97M-V/def2-TZVPD

HOMO energy: -3.5 eV
E_tot: -9372.526 eV
Relative energy (zero: lowest compared OMol25 entry of this formula, charge and spin): 160.0 kJ/mol
Kohn-Sham gap: 7.598 eV
Net charge: -1

Atoms and positions in Å:
C: -1.193 -1.063 -0.628
O: -0.899 -1.016 0.703
H: -0.302 -1.719 -1.088
H: -2.067 -1.605 -0.804
H: -1.331 -0.060 -1.212
H: 1.825 -0.629 0.563
H: 2.409 -1.412 -0.522
O: 2.696 -0.737 0.227
H: -1.275 1.571 1.538
H: -0.692 0.281 1.268
O: -0.393 1.267 1.698
H: 0.822 1.518 -1.251
H: 0.326 1.866 0.257
O: 0.073 1.736 -0.748

For reference, the Mulliken charges in units of e are: -0.409, -0.781, 0.016, 0.295, 0.103, 0.362, 0.326, -0.704, 0.289, 0.360, -0.847, 0.269, 0.369, -0.648